Entry 1:
Below is one molecule with the formula C10H18N2O5, with properties calculated with ωB97M-V with the def2-TZVPD basis set.

XYZ file:
```
35
C10H18N2O5 | the OMol25 dataset | ωB97M-V with the def2-TZVPD basis set
C 1.019 1.668 2.069
C -0.453 2.028 2.037
C -1.093 1.820 0.660
C -2.452 2.669 0.662
C -1.375 0.348 0.332
N -0.266 -0.579 0.225
C 0.895 -0.459 -0.407
O 1.255 0.564 -0.998
C 1.886 -1.580 -0.301
N 1.247 -2.709 0.485
C 2.318 -2.028 -1.741
C 1.323 -2.604 -2.684
O 1.323 -2.416 -3.862
O 0.403 -3.333 -2.038
C -2.260 0.307 -0.927
O -3.104 -0.539 -1.178
O -1.901 1.204 -1.886
H 1.539 2.165 2.946
H 1.179 0.579 2.289
H 1.594 1.809 1.246
H -0.525 3.086 2.401
H -1.068 1.416 2.737
H -0.469 2.267 -0.133
H -2.346 3.624 1.176
H -2.801 2.898 -0.401
H -3.256 2.132 1.205
H -1.977 -0.062 1.098
H -0.485 -1.500 0.483
H 2.818 -1.109 0.108
H 1.069 -2.133 1.302
H 1.902 -3.432 0.820
H 2.967 -1.247 -2.279
H 3.063 -2.856 -1.705
H 0.588 -3.103 -1.119
H -2.556 1.105 -2.624
```

Summary:
- HOMO: -10.128 eV
- Energy above the lowest of the compared OMol25 structures with the same formula, charge and spin: 44.59 kcal/mol
- Electronic energy: -877.5686 Ha
- Charge: 0
- SMILES: CC[C@H](C)[C@H](NC(=O)[C@@H](N)CC(=O)O)C(=O)O
- HOMO-LUMO gap: 10.370 eV

Results of the natural (NBO) charge analysis, in e, for atoms 1 through 6: C -0.605; C -0.400; C -0.230; C -0.618; C -0.139; N -0.597



Entry 2:
Below is C20H50GaN2O4 as an isolated structure, with properties calculated with ωB97M-V with the def2-TZVPD basis set.

XYZ file:
```
77
C20H50GaN2O4 | the OMol25 dataset | ωB97M-V with the def2-TZVPD basis set
C -1.226 -0.223 -4.946
C -2.612 0.448 -4.925
C -2.657 1.862 -5.537
C -3.878 2.141 -6.428
C -4.404 3.575 -6.358
C -4.977 4.033 -5.016
C -6.190 3.209 -4.556
C -5.868 1.946 -3.755
Ga -7.237 0.444 -3.949
H -0.477 0.437 -5.393
H -1.219 -1.149 -5.525
H -0.858 -0.468 -3.949
H -2.970 0.489 -3.895
H -3.341 -0.175 -5.449
H -2.632 2.604 -4.734
H -1.743 2.030 -6.118
H -4.687 1.449 -6.175
H -3.619 1.930 -7.472
H -5.204 3.675 -7.102
H -3.616 4.271 -6.678
H -5.239 5.093 -5.123
H -4.207 3.985 -4.237
H -6.852 3.845 -3.958
H -6.779 2.964 -5.452
H -5.733 2.215 -2.699
H -4.903 1.531 -4.067
H -6.755 -0.508 -5.183
H -7.360 -0.435 -2.593
H -8.666 1.127 -4.315
C 2.380 -2.663 2.368
O 3.265 -1.811 1.674
C 4.349 -2.463 1.025
C 4.195 -2.430 -0.480
N 3.068 -3.234 -0.910
C 2.774 -3.200 -2.335
C 2.418 -1.856 -2.964
O 1.181 -1.326 -2.533
C 1.221 -0.546 -1.358
H 1.749 -2.029 2.990
H 1.739 -3.245 1.696
H 2.922 -3.360 3.015
H 4.425 -3.498 1.374
H 5.266 -1.936 1.303
H 5.110 -2.840 -0.924
H 4.135 -1.376 -0.790
H 2.244 -2.978 -0.384
H 1.940 -3.882 -2.517
H 3.639 -3.603 -2.874
H 2.318 -2.012 -4.040
H 3.212 -1.113 -2.810
H 2.148 0.034 -1.295
H 1.136 -1.144 -0.445
H 0.377 0.142 -1.399
C -0.195 0.954 5.550
O 0.989 1.590 5.983
C 1.184 1.606 7.389
C 2.382 0.768 7.782
N 2.138 -0.638 7.525
C 3.263 -1.528 7.757
C 4.535 -1.311 6.942
O 4.388 -1.586 5.562
C 3.983 -0.487 4.767
H -0.290 1.144 4.483
H -0.178 -0.129 5.716
H -1.075 1.358 6.061
H 0.287 1.239 7.898
H 1.356 2.642 7.692
H 2.562 0.905 8.854
H 3.260 1.170 7.255
H 1.788 -0.759 6.584
H 2.922 -2.550 7.573
H 3.535 -1.471 8.818
H 5.288 -2.011 7.314
H 4.931 -0.296 7.075
H 4.478 0.437 5.086
H 2.902 -0.316 4.792
H 4.262 -0.709 3.738
```

Summary:
- HOMO: -4.320 eV
- Electronic energy: -3127.1427 Ha
- Charge: -1
- HOMO-LUMO gap: 6.299 eV

Results of the Löwdin charge analysis, in e, for atoms 1 through 6: C -0.107; C -0.247; C -0.218; C -0.219; C -0.233; C -0.240



Entry 3:
Below is a 3-piece molecular cluster, C3H11NO3 overall, with properties calculated with ωB97M-V with the def2-TZVPD basis set.

XYZ file:
```
18
C3H11NO3 | the OMol25 dataset | ωB97M-V with the def2-TZVPD basis set
C 0.105 1.555 -0.988
C 0.461 0.093 -0.763
C -0.308 -0.696 -1.730
O -0.794 -1.789 -1.376
N -0.278 2.336 0.288
H -0.700 1.652 -1.756
H 1.132 2.106 -1.308
H 0.292 -0.278 0.353
H 1.616 -0.137 -0.762
H -0.301 -0.391 -2.737
H -1.233 2.162 0.617
H -0.089 3.320 0.204
H -0.774 -2.689 1.814
H -0.382 -2.085 0.465
O -0.370 -2.026 1.362
H 0.150 0.157 1.922
H 1.426 1.155 1.668
O 1.072 0.436 2.314
```

Summary:
- HOMO (spin up / spin down): -14.659 / -14.585 eV
- Multiplicity: 2
- Energy above the lowest of the compared OMol25 structures with the same formula, charge and spin: 71.19 kcal/mol
- Electronic energy: -400.9385 Ha
- Charge: +1
- HOMO-LUMO gap (spin up / spin down): 10.513 / 4.933 eV
- ⟨S²⟩: 0.756

Results of the natural (NBO) charge analysis, in e, for atoms 1 through 6: C -0.287; C -0.600; C 0.405; O -0.470; N -0.274; H 0.286



Entry 4:
Below is a 2-piece molecular cluster, C5H12N2O2 overall, with properties calculated with ωB97M-V with the def2-TZVPD basis set.

XYZ file:
```
21
C5H12N2O2 | the OMol25 dataset | ωB97M-V with the def2-TZVPD basis set
H -0.647 0.348 2.867
N 0.325 0.624 2.763
C 0.925 0.167 1.760
N 0.487 -0.800 0.788
C -0.850 -1.365 0.918
O 1.461 -1.766 0.459
H 1.987 0.355 1.651
H -1.062 -1.575 1.963
H -0.944 -2.276 0.333
H -1.584 -0.626 0.591
H 1.867 -1.416 -0.368
C 1.770 0.452 -1.381
C 0.461 0.197 -1.249
O -0.513 1.282 -0.689
C -1.785 1.390 -1.266
H 2.285 0.993 -0.601
H 2.322 0.129 -2.245
H -0.055 -0.345 -2.034
H -2.503 1.608 -0.465
H -1.807 2.157 -2.049
H -2.142 0.467 -1.747
```

Summary:
- HOMO: -8.650 eV
- Energy above the lowest of the compared OMol25 structures with the same formula, charge and spin: 145.01 kcal/mol
- Electronic energy: -457.5178 Ha
- Charge: 0
- SMILES: [H]/N=C\N(C)O.C=COC
- HOMO-LUMO gap: 9.503 eV

Results of the natural (NBO) charge analysis, in e, for atoms 1 through 6: H 0.338; N -0.643; C 0.283; N -0.171; C -0.436; O -0.566



Entry 5:
Below is C4H11O4 as an isolated structure, with properties calculated with ωB97M-V with the def2-TZVPD basis set.

XYZ file:
```
19
C4H11O4 | the OMol25 dataset | ωB97M-V with the def2-TZVPD basis set
O 3.543 -0.507 0.761
C 2.399 -0.938 0.589
C 1.053 -0.320 0.737
C -0.084 -1.287 0.388
C -1.365 -0.418 0.345
O -1.494 0.648 -0.534
H 2.303 -2.051 0.609
H 1.686 -0.536 1.690
H 0.950 0.697 0.337
H -0.328 -1.971 1.203
H 0.084 -1.886 -0.514
H -1.521 -0.091 1.388
H -2.176 -1.118 0.071
H -1.661 -1.213 -2.849
H -1.740 0.087 -1.855
O -2.201 -0.451 -2.643
H -0.208 3.244 0.167
H -1.154 1.984 0.246
O -0.891 2.849 0.711
```

Summary:
- HOMO: -4.508 eV
- Energy above the lowest of the compared OMol25 structures with the same formula, charge and spin: 77.24 kcal/mol
- Electronic energy: -459.9273 Ha
- Charge: -1
- HOMO-LUMO gap: 8.050 eV

Results of the natural (NBO) charge analysis, in e, for atoms 1 through 6: O -0.619; C 0.346; C -0.433; C -0.452; C -0.037; O -0.918



Entry 6:
Below is one molecule with the formula C4H8N2O2, with properties calculated with ωB97M-V with the def2-TZVPD basis set.

XYZ file:
```
16
C4H8N2O2 | the OMol25 dataset | ωB97M-V with the def2-TZVPD basis set
O -0.855 1.497 1.935
N 0.430 1.686 1.827
C 1.018 0.685 1.195
N 0.178 -0.305 0.573
C -0.809 0.114 -0.640
C -0.379 -1.162 -1.360
O -0.153 -0.797 -2.755
C 0.833 -1.393 -0.320
H -1.258 0.566 1.528
H 2.148 0.505 1.117
H -0.513 1.197 -0.888
H -1.834 -0.030 -0.365
H -1.210 -1.797 -1.223
H -0.265 -1.627 -3.219
H 0.865 -2.354 0.142
H 1.903 -1.187 -0.576
```

Summary:
- HOMO: -8.356 eV
- Energy above the lowest of the compared OMol25 structures with the same formula, charge and spin: 137.30 kcal/mol
- Electronic energy: -417.0371 Ha
- Charge: 0
- SMILES: O/N=C\N1CC(O)C1
- HOMO-LUMO gap: 8.851 eV

Results of the natural (NBO) charge analysis, in e, for atoms 1 through 6: O -0.543; N -0.108; C 0.114; N -0.510; C -0.223; C 0.065